# 1
2 unconnected molecules or ions with the total composition C2H2O2, computed with ωB97M-V/def2-TZVPD.

Element x y z (Å)
1 C 1.850 0.105 0.930
2 C -1.656 -0.208 -0.492
3 O 1.291 1.087 1.012
4 O 2.458 -0.833 0.674
5 H -2.722 -0.329 -0.690
6 H -1.221 0.177 -1.434

- lowest unoccupied orbital energy (spin up / spin down) (eV) = -1.03 / -1.02
- ΔE to the lowest compared entry with this formula, charge and spin (kcal/mol) = 63.5
- total charge = 0
- HOMO-LUMO gap (spin up / spin down) (eV) = 8.9 / 8.9
- electronic energy (hartree) = -227.74659

Formally, the Löwdin partial charges of the atoms, in units of the elementary charge, are as follows: C -0.461; C 0.178; O 0.216; O 0.209; H -0.079; H -0.063

# 2
2 unconnected molecules or ions with the total composition C2H2O2P, computed with ωB97M-V/def2-TZVPD.

Element x y z (Å)
1 C -1.001 -0.126 0.472
2 C -2.741 2.176 0.250
3 O -3.548 1.726 -0.434
4 O -2.045 2.782 0.939
5 P -0.509 -0.386 -1.097
6 H -0.151 -0.047 1.181
7 H 0.914 -0.501 -1.166

- lowest unoccupied orbital energy (eV) = 3.78
- ΔE to the lowest compared entry with this formula, charge and spin (kcal/mol) = 44.9
- total charge = -1
- HOMO-LUMO gap (eV) = 6.5
- electronic energy (hartree) = -569.20684

Formally, the Löwdin partial charges of the atoms, in units of the elementary charge, are as follows: C -0.669; C -0.553; O 0.145; O 0.144; P 0.365; H -0.148; H -0.284

# 3
A molecular structure, C2H2O2PRu, computed with ωB97M-V/def2-TZVPD.

Element x y z (Å)
1 P -0.182 -2.142 -2.007
2 O -1.100 -0.833 -2.203
3 O 1.388 -0.860 0.269
4 C 0.904 0.034 1.136
5 C -0.173 0.905 1.177
6 H -0.897 0.884 1.998
7 H -0.081 1.881 0.654
8 Ru 0.140 0.130 -1.024

- lowest unoccupied orbital energy (spin up / spin down) (eV) = -0.84 / -1.28
- total charge = 0
- HOMO-LUMO gap (spin up / spin down) (eV) = 6.2 / 7.6
- electronic energy (hartree) = -663.86433
- spin multiplicity = 6

Formally, the Löwdin partial charges of the atoms, in units of the elementary charge, are as follows: P 0.674; O -0.890; O -0.331; C -0.295; C -0.176; H 0.053; H 0.036; Ru 0.929

# 4
A molecular structure, C2H2O2PV, computed with ωB97M-V/def2-TZVPD.

Element x y z (Å)
1 P 1.356 1.587 -0.427
2 O 0.494 0.773 -1.486
3 C 0.011 -1.112 0.279
4 H 0.715 -1.518 1.024
5 H -0.596 -1.951 -0.071
6 C -0.582 0.114 0.600
7 O 0.481 1.010 0.877
8 V -1.880 1.097 -0.797

- lowest unoccupied orbital energy (spin up / spin down) (eV) = -0.90 / -0.89
- total charge = 0
- HOMO-LUMO gap (spin up / spin down) (eV) = 5.9 / 7.2
- electronic energy (hartree) = -1513.04786
- spin multiplicity = 5

Formally, the Löwdin partial charges of the atoms, in units of the elementary charge, are as follows: P 0.980; O -0.620; C -0.093; H 0.054; H 0.029; C -0.452; O -0.514; V 0.615

# 5
A molecular structure, C2H2O2Pr, computed with ωB97M-V/def2-TZVPD.

Element x y z (Å)
1 H 1.131 0.896 -0.985
2 O -1.362 -0.214 0.071
3 C -0.454 0.682 -0.150
4 C 0.917 0.274 0.019
5 O 1.176 -0.950 0.189
6 H -0.688 1.749 -0.017
7 Pr -0.720 -2.438 0.872

- lowest unoccupied orbital energy (spin up / spin down) (eV) = -12.02 / -11.63
- ΔE to the lowest compared entry with this formula, charge and spin (kcal/mol) = 31.2
- total charge = +2
- HOMO-LUMO gap (spin up / spin down) (eV) = 5.4 / 8.4
- electronic energy (hartree) = -744.11145
- spin multiplicity = 4

Formally, the Löwdin partial charges of the atoms, in units of the elementary charge, are as follows: H 0.226; O -0.106; C -0.064; C -0.063; O -0.055; H 0.183; Pr 1.880

# 6
A single C2H2O2S molecule, computed with ωB97M-V/def2-TZVPD.

Element x y z (Å)
1 C -0.723 -0.115 -0.644
2 C -0.790 0.029 0.689
3 O 1.435 1.401 -0.117
4 O 2.097 -1.461 0.166
5 S 0.886 0.110 0.003
6 H -1.404 -0.137 -1.472
7 H -1.501 0.173 1.376

- lowest unoccupied orbital energy (spin up / spin down) (eV) = -0.95 / -0.96
- ΔE to the lowest compared entry with this formula, charge and spin (kcal/mol) = 154.7
- total charge = 0
- HOMO-LUMO gap (spin up / spin down) (eV) = 9.3 / 9.3
- electronic energy (hartree) = -625.81584

Formally, the Löwdin partial charges of the atoms, in units of the elementary charge, are as follows: C -0.149; C -0.077; O -0.367; O -0.453; S 0.912; H 0.090; H 0.044

# 7
A single C2H2O2S molecule, computed with ωB97M-V/def2-TZVPD.

Element x y z (Å)
1 C -0.754 -0.967 -0.412
2 C -1.696 -0.097 -0.249
3 O 0.764 1.126 -0.519
4 O -2.665 0.541 -0.124
5 S 0.981 -0.463 -0.495
6 H -0.984 -1.940 -0.435
7 H 1.087 1.764 -1.169

- lowest unoccupied orbital energy (eV) = 0.30
- ΔE to the lowest compared entry with this formula, charge and spin (kcal/mol) = 44.3
- total charge = 0
- HOMO-LUMO gap (eV) = 8.3
- electronic energy (hartree) = -625.99172

Formally, the Löwdin partial charges of the atoms, in units of the elementary charge, are as follows: C -0.364; C -0.274; O -0.493; O 0.174; S 0.858; H 0.029; H 0.070

# 8
A single C2H2O2S molecule, computed with ωB97M-V/def2-TZVPD.

Element x y z (Å)
1 C 0.012 0.534 -0.088
2 C 1.068 -0.493 -0.203
3 H -2.297 0.597 0.549
4 H 0.320 -1.572 -0.455
5 O 0.150 1.782 -0.032
6 O 2.339 -0.426 0.194
7 S -1.593 -0.422 0.035

- lowest unoccupied orbital energy (eV) = -1.89
- ΔE to the lowest compared entry with this formula, charge and spin (kcal/mol) = 52.0
- total charge = 0
- HOMO-LUMO gap (eV) = 8.7
- electronic energy (hartree) = -625.97956

Formally, the Löwdin partial charges of the atoms, in units of the elementary charge, are as follows: C -0.663; C -0.192; H -0.117; H 0.136; O 0.032; O 0.013; S 0.792

# 9
A single C2H2O2S2 molecule, computed with ωB97M-V/def2-TZVPD.

Element x y z (Å)
1 C 0.418 0.020 0.034
2 C -1.162 -0.196 -0.027
3 H 2.597 -1.011 -0.211
4 H -1.209 1.602 -0.374
5 O -1.757 0.918 -0.182
6 O -1.563 -1.354 0.517
7 S 1.383 -1.450 -0.026
8 S 1.292 1.471 0.269

- lowest unoccupied orbital energy (eV) = -1.70
- ΔE to the lowest compared entry with this formula, charge and spin (kcal/mol) = 40.4
- total charge = 0
- HOMO-LUMO gap (eV) = 7.9
- electronic energy (hartree) = -1024.19829

Formally, the Löwdin partial charges of the atoms, in units of the elementary charge, are as follows: C -0.993; C -0.472; H -0.144; H 0.025; O 0.178; O -0.011; S 0.798; S 0.619

# 10
A molecular structure, C2H2O2Y, computed with ωB97M-V/def2-TZVPD.

Element x y z (Å)
1 H 1.174 0.311 1.004
2 O -1.078 0.471 0.623
3 C 0.112 -0.227 0.685
4 C 0.922 -0.362 -0.560
5 O 0.373 0.149 -1.617
6 H 0.089 -1.206 1.205
7 Y -1.593 0.863 -1.339

- lowest unoccupied orbital energy (eV) = -6.62
- ΔE to the lowest compared entry with this formula, charge and spin (kcal/mol) = 0.0
- total charge = +1
- HOMO-LUMO gap (eV) = 4.8
- electronic energy (hartree) = -265.83992

Formally, the Löwdin partial charges of the atoms, in units of the elementary charge, are as follows: H 0.176; O -0.339; C -0.383; C -0.180; O -0.281; H 0.132; Y 1.875

# 11
2 unconnected molecules or ions with the total composition C2H2O3, computed with ωB97M-V/def2-TZVPD.

Element x y z (Å)
1 C 0.057 1.051 -0.144
2 C -3.532 -0.397 0.137
3 O -3.837 0.490 0.791
4 O -0.676 0.500 -0.957
5 O -3.286 -1.353 -0.480
6 H 0.377 0.370 0.760
7 H -0.975 -0.432 -0.827

- lowest unoccupied orbital energy (eV) = 0.18
- ΔE to the lowest compared entry with this formula, charge and spin (kcal/mol) = 59.5
- total charge = 0
- HOMO-LUMO gap (eV) = 8.5
- electronic energy (hartree) = -303.03555

Formally, the Löwdin partial charges of the atoms, in units of the elementary charge, are as follows: C -0.088; C -0.428; O 0.238; O -0.038; O 0.192; H 0.019; H 0.104

# 12
2 unconnected molecules or ions with the total composition C2H2O3, computed with ωB97M-V/def2-TZVPD.

Element x y z (Å)
1 C -0.018 -1.999 -0.587
2 C 0.330 1.065 1.034
3 O 0.680 -2.475 0.180
4 O -0.720 -1.514 -1.352
5 O 0.516 2.071 0.285
6 H -0.633 0.533 0.833
7 H -0.156 2.319 -0.392

- lowest unoccupied orbital energy (eV) = 0.34
- ΔE to the lowest compared entry with this formula, charge and spin (kcal/mol) = 55.7
- total charge = 0
- HOMO-LUMO gap (eV) = 8.9
- electronic energy (hartree) = -303.04158

Formally, the Löwdin partial charges of the atoms, in units of the elementary charge, are as follows: C -0.460; C -0.050; O 0.226; O 0.205; O -0.038; H -0.004; H 0.121